A 5-piece molecular cluster, C28H41F12N2O10S overall, computed with the ωB97M-V functional and the def2-TZVPD basis.

Summary:
LUMO energy = -3.400 eV
net charge = +1
HOMO energy = -11.309 eV

CARTESIAN COORDINATES (ANGSTROEM)
C  -4.1750  -7.0922  -0.3806
C  -4.4035  -5.5623  -0.2678
C  -3.4162  -4.8679  0.5984
N  -3.3940  -5.0092  1.8783
S  -4.4259  -6.0298  2.8269
C  -2.3958  -4.1990  2.5871
C  -1.7505  -3.2150  1.5268
N  -0.3155  -3.5721  1.5165
C  0.4768  -2.7271  2.0761
C  1.6488  -2.2190  1.2760
C  0.3056  -2.2644  3.5122
C  -2.2983  -3.9126  0.2299
C  -2.5132  -3.0483  -1.0139
C  -2.5685  -3.8391  -2.3433
O  -2.2080  -5.2037  -2.1836
C  -1.9933  -5.8397  -3.3957
O  -2.8708  -6.3615  -3.9416
H  -3.1302  -7.3686  -0.5231
H  -4.6275  -7.6369  0.4471
H  -4.7141  -7.4115  -1.2758
H  -4.4062  -5.1686  -1.2795
H  -5.4052  -5.3979  0.1445
H  -3.6528  -7.1364  2.9974
H  -3.0355  -3.5513  3.2109
H  -1.7311  -4.7167  3.2711
H  -1.9984  -2.1648  1.6504
H  1.5519  -1.1373  1.1363
H  1.7333  -2.7506  0.3305
H  2.6040  -2.3731  1.7992
H  -0.7610  -2.0948  3.6865
H  0.7361  -3.0014  4.1920
H  0.8383  -1.3255  3.6654
H  -1.4743  -4.6155  0.0249
H  -1.7351  -2.2840  -1.0587
H  -3.4671  -2.5212  -0.9005
H  -3.5957  -3.7596  -2.7233
H  -1.9509  -3.3055  -3.0770
H  -0.9497  -5.8384  -3.7436
C  -0.3820  -3.3023  -7.5865
C  0.8088  -2.4283  -7.2492
O  0.4801  -1.0290  -7.3371
C  -0.2311  -0.5262  -6.3391
O  -0.6174  -1.1279  -5.3774
C  -0.4726  0.9713  -6.5669
F  -0.9244  1.2162  -7.8037
F  0.6656  1.6664  -6.4031
F  -1.3706  1.4554  -5.7039
H  -0.7759  -3.0449  -8.5702
H  -0.0970  -4.3541  -7.5819
H  -1.1927  -3.1637  -6.8714
H  1.6039  -2.5967  -7.9725
H  1.2147  -2.6566  -6.2631
C  -1.1905  0.8116  9.3594
C  -2.3855  0.5549  8.4653
O  -2.1959  1.1213  7.1513
C  -1.3852  0.4619  6.3396
O  -0.8058  -0.5549  6.5941
C  -1.3097  1.1714  4.9826
F  -1.0794  2.4824  5.1116
F  -2.4633  1.0354  4.2980
F  -0.3324  0.6651  4.2209
H  -0.9772  1.8800  9.4110
H  -1.3795  0.4375  10.3647
H  -0.2947  0.3244  8.9761
H  -3.2655  1.0432  8.8788
H  -2.6123  -0.5085  8.3857
C  -0.2555  2.3744  -1.2009
C  1.1945  2.7028  -1.4924
O  1.6649  3.7908  -0.6764
C  1.9347  3.5036  0.5916
O  1.8234  2.4301  1.1078
C  2.4507  4.7546  1.3124
F  1.6590  5.8176  1.0959
F  3.6850  5.0790  0.8847
F  2.5160  4.5739  2.6313
H  -0.8779  3.2620  -1.3204
H  -0.6128  1.5959  -1.8752
H  -0.3860  2.0276  -0.1757
H  1.2951  3.0345  -2.5239
H  1.8411  1.8336  -1.3672
C  4.2929  7.2350  -1.1324
C  5.1871  8.0222  -0.1979
O  6.3458  8.5349  -0.8804
C  6.1436  9.5922  -1.6615
O  5.0968  10.1416  -1.8358
C  7.4676  10.0383  -2.2944
F  8.1269  9.0042  -2.8433
F  8.2754  10.5899  -1.3726
F  7.2695  10.9438  -3.2528
H  4.8578  6.4366  -1.6170
H  3.4607  6.8016  -0.5890
H  3.8907  7.8666  -1.9241
H  5.5635  7.3685  0.5871
H  4.6477  8.8350  0.2893


C28H41F5N4OP2SiTi as an isolated structure, computed with the ωB97M-V functional and the def2-TZVPD basis.

Summary:
LUMO energy = -6.769 eV
net charge = +2
relative energy (zero: lowest compared OMol25 entry of this formula, charge and spin) = 19.0 kcal/mol
HOMO energy = -13.623 eV

CARTESIAN COORDINATES (ANGSTROEM)
Ti  0.2690  -0.6121  -0.1767
C  -3.2085  0.7299  0.5677
P  -1.6627  1.0835  -0.3111
C  -2.2933  1.6125  -1.9383
C  -1.0089  2.6386  0.3614
C  -1.7835  3.4866  1.1493
C  -1.2680  4.6977  1.5898
C  0.0214  5.0726  1.2352
C  0.7977  4.2331  0.4471
C  0.2961  3.0089  0.0095
P  1.2909  1.8650  -1.0171
C  3.0185  2.3233  -0.6213
C  1.1629  2.5843  -2.7001
H  -3.9980  1.3794  0.1922
H  -3.0935  0.8597  1.6394
H  -3.4878  -0.3065  0.3739
H  -2.7902  2.5727  -1.8071
H  -3.0093  0.8810  -2.3074
H  -1.4984  1.7216  -2.6718
H  -2.7941  3.2042  1.4285
H  -1.8762  5.3495  2.2065
H  0.4263  6.0197  1.5738
H  1.8036  4.5420  0.1843
H  3.2521  3.2872  -1.0697
H  3.6905  1.5847  -1.0634
H  3.2010  2.3875  0.4518
H  1.0838  3.6656  -2.5979
H  0.3078  2.2148  -3.2598
H  2.0681  2.3399  -3.2593
N  1.9382  -0.1422  1.1490
C  2.5469  -1.3356  1.8165
C  3.6644  -1.9083  0.9515
C  3.3310  -1.8408  -0.5327
N  1.8945  -2.1547  -0.7523
H  2.6986  0.4300  0.8005
H  1.4845  0.4225  1.8603
H  1.7556  -2.0612  1.9879
H  2.9408  -1.0562  2.7907
H  3.8542  -2.9379  1.2568
H  4.5918  -1.3574  1.1201
H  3.9669  -2.5238  -1.0882
H  3.5157  -0.8474  -0.9313
H  1.6887  -3.0387  -0.2963
H  1.7551  -2.3273  -1.7395
C  -0.8371  -3.9262  -1.6060
C  -1.2952  -3.4750  -0.2489
C  -2.1336  -4.2522  0.5053
C  -2.5328  -3.8055  1.7714
C  -2.0867  -2.6042  2.2712
C  -1.2073  -1.8479  1.4861
N  -0.8458  -2.2916  0.2522
N  -0.5985  -0.6552  1.7633
Si  -0.6697  0.0455  3.3954
C  -2.3696  0.5513  3.9478
C  0.4477  1.5535  3.4227
C  0.0181  -1.1693  4.6208
H  -0.0824  -4.7117  -1.5109
H  -0.4278  -3.1092  -2.1886
H  -1.6708  -4.3556  -2.1601
H  -2.4817  -5.1984  0.1137
H  -3.2056  -4.4162  2.3633
H  -2.4012  -2.2474  3.2446
H  -2.6005  1.5863  3.6733
H  -2.3912  0.4978  5.0418
H  -3.1769  -0.0863  3.5781
H  0.4920  2.1234  2.4894
H  1.4656  1.3012  3.7509
H  0.0556  2.2418  4.1825
H  -0.6284  -2.0381  4.7772
H  0.1162  -0.6625  5.5889
H  1.0099  -1.5398  4.3422
F  0.0405  -0.7018  -7.3599
C  0.0014  -0.7330  -6.0444
C  1.1367  -0.4443  -5.3118
F  2.2675  -0.1376  -5.9225
C  1.0811  -0.4808  -3.9364
F  2.1966  -0.2067  -3.2412
C  -0.0906  -0.7836  -3.2510
O  -0.1633  -0.8155  -1.9041
C  -1.2105  -1.0920  -4.0149
F  -2.3389  -1.4370  -3.3985
C  -1.1728  -1.0650  -5.3934
F  -2.2537  -1.3592  -6.0918


C28H41N4O3PRhS2 as an isolated structure, computed with the ωB97M-V functional and the def2-TZVPD basis.

Summary:
⟨S²⟩ = 6.016
LUMO energy (alpha / beta) = -2.116 / -3.266 eV
net charge = +1
spin multiplicity = 5
relative energy (zero: lowest compared OMol25 entry of this formula, charge and spin) = 15.4 kcal/mol
HOMO energy (alpha / beta) = -10.098 / -10.958 eV

CARTESIAN COORDINATES (ANGSTROEM)
Rh  0.4800  0.5099  -0.1101
C  -2.3067  -0.7574  -1.1077
C  -3.0241  0.5769  -0.8944
C  -2.2176  1.8256  -1.1403
C  -2.6299  2.7385  -2.1026
C  -2.0144  3.9744  -2.1849
C  -1.0378  4.2909  -1.2537
C  -0.6517  3.3164  -0.3549
N  -1.1918  2.0970  -0.3268
N  -1.2966  -1.0658  -0.1008
C  -0.5376  -2.2552  -0.5053
C  0.5449  -2.5387  0.4942
C  0.9495  -3.8312  0.8058
C  1.8875  -4.0106  1.8100
C  2.3775  -2.8978  2.4784
C  1.9443  -1.6427  2.0816
N  1.0659  -1.4748  1.1014
C  -1.8766  -1.2091  1.2389
C  -1.5677  -0.0774  2.1979
C  -2.3955  0.1281  3.2991
C  -2.0833  1.1245  4.2082
C  -0.9376  1.8807  4.0022
C  -0.1687  1.6137  2.8813
N  -0.4756  0.6605  2.0109
H  -1.8151  -0.7353  -2.0828
H  -3.0682  -1.5529  -1.1224
H  -3.4093  0.6450  0.1253
H  -3.8781  0.5916  -1.5717
H  -3.4299  2.4797  -2.7795
H  -2.3169  4.6837  -2.9393
H  -0.5697  5.2616  -1.2339
H  0.1110  3.5191  0.3895
H  -0.0760  -2.0471  -1.4811
H  -1.1936  -3.1320  -0.6121
H  0.5358  -4.6745  0.2719
H  2.2048  -5.0041  2.0823
H  3.0782  -3.0041  3.2921
H  2.2836  -0.7457  2.5868
H  -1.4989  -2.1278  1.7042
H  -2.9654  -1.3201  1.1713
H  -3.2740  -0.4823  3.4371
H  -2.7208  1.3064  5.0608
H  -0.6526  2.6585  4.6918
H  0.7375  2.1728  2.6790
C  1.2537  3.6485  -5.4644
C  1.1903  4.1309  -4.0258
C  2.4731  4.7979  -3.5639
O  0.8142  3.0362  -3.1672
P  1.6859  1.8390  -2.5961
S  2.3381  2.4149  -0.7112
S  0.4781  0.2495  -2.7385
O  2.8908  1.8131  -3.6175
C  4.0182  0.9220  -3.6028
C  5.2639  1.7647  -3.8371
C  3.8119  -0.1515  -4.6562
H  1.3754  4.4940  -6.1332
H  0.3341  3.1234  -5.7095
H  2.0864  2.9654  -5.5964
H  0.3516  4.8273  -3.9081
H  3.3247  4.1569  -3.7715
H  2.4271  4.9967  -2.4946
H  2.6108  5.7375  -4.0925
H  4.0536  0.4597  -2.6166
H  5.2205  2.2536  -4.8079
H  6.1491  1.1375  -3.8075
H  5.3464  2.5235  -3.0632
H  3.7438  0.2895  -5.6481
H  2.8930  -0.6947  -4.4417
H  4.6465  -0.8472  -4.6421
C  4.0739  -1.8052  -0.9058
C  3.7913  -0.4370  -0.2522
C  5.0470  0.4487  -0.2219
O  2.7205  0.1479  -0.8862
H  4.8703  -2.3085  -0.3671
H  4.3617  -1.6945  -1.9472
H  3.1706  -2.4103  -0.8735
H  3.5368  -0.6308  0.8010
H  5.4579  0.6311  -1.2089
H  5.8077  -0.0363  0.3807
H  4.7866  1.4053  0.2254